The following is a quantum chemistry calculation of C22H29ClN2O6S in the gas phase in a non-equilibrium geometry, from the OMol25 dataset.

XYZ file:
```
61
Properties=species:S:1:pos:R:3:forces:R:3
C 4.565 0.259 0.097 -0.2 0.5 0.2
H 4.113 -1.293 -4.044 0.0 0.1 -0.1
C 2.437 -0.794 -2.813 0.0 0.0 -0.1
C -4.636 -1.119 3.525 0.0 0.1 0.3
H 2.845 -2.827 -2.275 0.1 -0.1 0.0
C -5.038 -1.984 4.717 0.1 0.1 -0.3
H 4.943 -1.425 -1.711 0.0 0.1 -0.1
H 1.666 1.168 -3.230 0.0 0.1 -0.1
H -5.453 0.523 2.369 -0.1 0.1 -0.1
N 4.495 0.509 -1.217 0.0 0.2 -0.4
C -5.657 -0.005 3.298 0.2 -0.2 -0.1
C 3.819 -0.512 -3.339 0.1 -0.1 0.3
C 1.579 0.019 1.022 0.1 0.1 0.0
H -2.958 -2.800 -1.128 0.0 -0.1 0.0
C 2.105 -2.042 -2.311 0.0 0.1 0.0
O 2.860 2.003 0.420 -0.1 0.1 -0.1
C -0.172 -1.329 -1.906 -0.1 0.1 -0.2
C -2.082 0.804 -2.696 -0.4 0.0 -0.1
H -2.275 0.090 -3.501 0.0 0.0 0.0
O -1.452 -1.545 -1.478 0.4 0.3 -0.1
C 0.328 -0.554 1.180 -0.1 0.0 0.0
O -3.369 -0.098 0.241 0.1 0.2 0.1
H -5.086 -1.382 5.623 0.0 0.1 0.2
C 1.692 1.328 0.563 -0.3 0.0 0.0
C 4.034 1.421 0.950 0.2 -0.2 0.2
C -0.806 0.168 0.876 -0.4 -0.3 0.0
C 4.862 -0.462 -2.221 0.2 -0.1 -0.2
O -2.272 -1.937 1.487 0.2 0.0 0.2
C 0.823 -2.299 -1.863 -0.2 0.0 0.1
H 3.885 1.077 1.979 0.0 0.0 -0.2
Cl 0.670 3.629 -0.378 -0.1 0.3 -0.1
H 5.843 -0.208 -2.640 -0.1 -0.1 0.0
H 4.051 1.361 -1.528 0.0 0.0 0.2
C -1.885 -2.873 -1.293 -0.1 -0.3 0.0
H 0.594 -3.275 -1.469 -0.1 -0.1 0.0
H 0.221 -1.564 1.540 0.1 -0.2 0.0
N -2.727 0.258 2.663 0.1 -0.2 -0.7
H -3.208 0.062 4.662 0.0 0.0 0.0
O 5.019 -0.752 0.588 0.1 -0.2 0.2
H -2.522 -1.374 3.867 -0.1 0.0 0.3
C 0.153 -0.058 -2.416 0.0 0.0 0.0
H -6.657 -0.425 3.228 -0.1 0.0 0.0
H -1.681 -3.482 -2.181 0.0 0.0 0.0
S -2.407 -0.537 1.215 0.1 0.9 0.5
H -4.317 -2.782 4.870 0.1 -0.1 0.1
H -3.312 1.059 2.479 0.0 0.2 -0.2
H -6.015 -2.430 4.550 -0.1 -0.1 0.0
H 4.777 2.225 0.950 -0.1 -0.1 0.0
O -0.689 1.007 -2.525 0.3 -0.1 0.1
H -1.617 2.003 0.139 -0.1 0.2 -0.1
C 0.524 2.032 0.230 0.1 -0.3 0.2
H -2.569 0.459 -1.782 0.1 0.1 -0.2
H -1.430 -3.327 -0.410 0.0 0.0 -0.1
C -3.229 -0.551 3.756 -0.2 -0.6 0.1
H -2.472 1.781 -2.980 0.0 -0.1 0.0
H 3.819 0.441 -3.871 0.0 0.0 -0.1
H 2.458 -0.560 1.250 0.1 -0.1 0.0
C 1.456 0.183 -2.840 -0.1 -0.1 0.1
H -5.639 0.705 4.123 0.0 0.1 0.1
C -0.722 1.460 0.394 0.2 0.0 0.0
H -4.591 -1.743 2.626 0.0 0.0 0.1
```
Positions in Å, forces in eV/Å.

Computed properties:
Total energy = -2275.04617 a.u.
HOMO energy = -8.1 eV
Energy relative to the best compared isomer or geometry (same formula, charge and spin) = 0.0000 eV
E_LUMO = 0.62 eV
Molecular weight = 485.00 g mol⁻¹
Kohn-Sham gap = 8.7 eV
Max |F| = 1.05 eV/Å
Total charge = 0
SMILES = COc1ccc(CCNC(=O)COc2ccc(S(=O)(=O)NCC(C)C)cc2Cl)cc1OC